Record 1
{"formula": "C4H12NS", "method": "ωB97M-V/def2-TZVPD", "elements": ["C", "C", "C", "C", "N", "S", "H", "H", "H", "H", "H", "H", "H", "H", "H", "H", "H", "H"], "positions_angstrom": [[0.116, -1.208, -0.936], [0.495, -0.594, 1.532], [-1.537, 1.323, 0.023], [0.438, -0.219, 0.071], [-0.116, 1.043, -0.345], [2.914, 0.687, -0.349], [0.953, -1.980, -0.682], [0.361, -0.977, -1.939], [-0.830, -1.763, -0.747], [1.535, -0.912, 1.795], [-0.153, -1.481, 1.453], [0.042, 0.061, 2.318], [-1.621, 2.276, 0.523], [-2.438, 1.240, -0.649], [-1.799, 0.570, 0.890], [0.441, 1.808, -0.026], [-0.033, 1.173, -1.417], [3.591, -0.275, 0.266]], "energy_ha": -612.16514, "de_lowest_kcal_mol": 87.57, "spin_multiplicity": 1, "homo_energy_ev": [-13.08, -13.00], "charge": 1}

=====

Record 2
{"formula": "C4H12NS", "method": "ωB97M-V/def2-TZVPD", "elements": ["C", "C", "C", "S", "C", "N", "H", "H", "H", "H", "H", "H", "H", "H", "H", "H", "H", "H"], "positions_angstrom": [[0.991, 1.237, 0.489], [0.748, 0.721, -0.878], [-0.026, -0.645, -0.882], [-0.949, -1.227, 0.560], [-2.591, -1.032, -0.162], [1.522, 0.135, 1.377], [0.145, 1.719, 1.025], [1.770, 1.950, 0.412], [0.092, 1.492, -1.363], [1.746, 0.672, -1.494], [-0.574, -0.621, -1.857], [0.807, -1.365, -1.188], [-2.948, 0.025, -0.124], [-2.597, -1.383, -1.198], [-3.250, -1.703, 0.453], [2.504, -0.067, 0.972], [0.838, -0.608, 1.529], [1.770, 0.700, 2.328]], "energy_ha": -611.78325, "de_lowest_kcal_mol": 27.65, "spin_multiplicity": 2, "homo_energy_ev": [-20.33, -20.70], "charge": 2}

=====

Record 3
{"formula": "C4H12O", "method": "ωB97M-V/def2-TZVPD", "elements": ["C", "C", "C", "C", "H", "H", "H", "H", "H", "H", "H", "H", "H", "H", "O", "H", "H"], "positions_angstrom": [[0.491, 0.322, -0.373], [0.233, -1.110, -0.750], [-0.358, -2.266, 0.192], [-0.633, -1.777, 1.591], [0.930, 0.196, 0.715], [-0.336, 0.965, -0.505], [1.195, 0.817, -1.042], [1.210, -1.403, -1.238], [-0.428, -1.089, -1.546], [0.127, -3.245, 0.221], [-1.482, -2.507, -0.355], [-1.596, -1.165, 1.485], [-0.068, -0.848, 1.730], [-0.461, -2.490, 2.359], [0.233, 4.015, -0.704], [0.098, 3.192, -0.278], [0.542, 4.447, 0.122]], "energy_ha": -234.75579, "smiles": "CCCC.O", "de_lowest_kcal_mol": 48.21, "spin_multiplicity": 1, "homo_energy_ev": -10.29}

=====

Record 4
{"formula": "C4H12O", "method": "ωB97M-V/def2-TZVPD", "elements": ["C", "C", "O", "H", "H", "H", "H", "H", "H", "C", "C", "H", "H", "H", "H", "H", "H"], "positions_angstrom": [[-0.708, -2.134, 0.563], [0.256, -1.302, 1.265], [1.493, -1.895, 1.242], [-0.374, -3.026, 0.084], [-1.418, -1.539, -0.118], [-1.411, -2.661, 1.196], [0.419, -0.496, 0.629], [-0.011, -0.841, 2.342], [1.557, -2.462, 2.027], [-0.446, 1.824, -0.647], [0.338, 2.384, -1.757], [0.111, 1.964, 0.297], [-1.540, 2.073, -0.559], [-0.165, 0.599, -0.462], [0.489, 1.705, -2.649], [1.466, 2.438, -1.460], [-0.057, 3.369, -1.992]], "energy_ha": -234.74196, "smiles": "CCO.CC", "de_lowest_kcal_mol": 56.89, "spin_multiplicity": 1, "homo_energy_ev": -10.24}

=====

Record 5
{"formula": "C4H12O", "method": "ωB97M-V/def2-TZVPD", "elements": ["C", "C", "C", "H", "H", "H", "H", "H", "H", "H", "H", "C", "O", "H", "H", "H", "H"], "positions_angstrom": [[-0.199, 1.166, 0.588], [-1.157, 2.193, 0.947], [0.565, 0.357, 1.789], [-0.681, 0.284, 0.126], [0.671, 1.639, 0.136], [-0.703, 3.130, 1.261], [-1.854, 1.902, 1.758], [0.883, -0.610, 1.420], [1.439, 0.928, 2.088], [-1.963, 2.474, 0.237], [-0.181, 0.162, 2.561], [0.039, -2.224, -1.920], [0.773, -1.132, -1.349], [1.333, -1.473, -0.643], [0.650, -3.121, -1.918], [-0.119, -1.967, -2.967], [-0.941, -2.346, -1.446]], "energy_ha": -234.41168, "de_lowest_kcal_mol": 18.13, "spin_multiplicity": 2, "homo_energy_ev": [-15.63, -14.43], "charge": 1}

=====

Record 6
{"formula": "C4H12O2", "method": "ωB97M-V/def2-TZVPD", "elements": ["C", "C", "C", "C", "H", "H", "H", "H", "H", "H", "H", "H", "H", "H", "O", "H", "H", "O"], "positions_angstrom": [[-0.256, -0.561, 0.660], [1.013, -0.067, 0.379], [2.413, -0.492, 0.768], [-1.410, 0.353, 0.970], [-0.511, -1.658, 0.912], [0.805, 0.644, -0.351], [2.776, -1.283, 0.197], [3.048, 0.298, 0.520], [2.446, -0.771, 1.812], [-2.163, -0.196, 1.510], [-1.689, 0.764, -0.009], [-1.145, 1.273, 1.571], [-2.331, -2.112, -0.303], [-1.002, -2.557, -0.960], [-1.927, -2.827, -0.801], [-0.733, 2.844, -2.181], [0.483, 3.670, -2.452], [0.182, 2.679, -2.244]], "energy_ha": -309.68066, "de_lowest_kcal_mol": 30.47, "spin_multiplicity": 2, "homo_energy_ev": [-15.05, -15.05], "charge": 1}

=====

Record 7
{"formula": "C4H12O2RbS2", "method": "ωB97M-V/def2-TZVPD", "elements": ["Rb", "C", "S", "O", "C", "H", "H", "H", "H", "H", "H", "C", "S", "O", "C", "H", "H", "H", "H", "H", "H"], "positions_angstrom": [[10.798, 14.068, -11.068], [7.724, 14.417, -9.060], [7.174, 14.838, -10.765], [8.174, 15.798, -11.347], [7.393, 13.175, -11.514], [7.358, 13.414, -8.834], [7.379, 15.083, -8.275], [8.817, 14.389, -9.027], [6.801, 12.559, -10.829], [8.416, 12.817, -11.435], [6.887, 13.138, -12.471], [10.128, 17.176, -8.513], [11.897, 17.206, -8.878], [12.099, 16.474, -10.193], [12.034, 18.942, -9.206], [9.931, 17.901, -7.719], [9.880, 16.183, -8.158], [9.513, 17.480, -9.363], [11.051, 19.366, -9.398], [12.687, 19.109, -10.066], [12.561, 19.516, -8.441]], "energy_ha": -1130.29092, "de_lowest_kcal_mol": 9.05, "spin_multiplicity": 1, "homo_energy_ev": -12.39, "charge": 1}

=====

Record 8
{"formula": "C4H12O2S2", "method": "ωB97M-V/def2-TZVPD", "elements": ["C", "S", "S", "C", "C", "C", "O", "H", "H", "H", "H", "H", "H", "H", "H", "H", "H", "O", "H", "H"], "positions_angstrom": [[0.492, -3.338, 2.315], [-0.761, -2.959, 1.069], [-0.714, -0.894, 1.059], [-0.019, -0.644, -0.589], [-0.031, 0.806, -1.066], [0.379, 0.901, -2.517], [-0.443, 0.112, -3.372], [1.095, -2.469, 2.549], [0.067, -3.811, 3.200], [1.229, -4.056, 1.939], [1.030, -0.952, -0.536], [-0.281, -1.379, -1.354], [0.676, 1.360, -0.440], [-1.018, 1.233, -0.865], [0.461, 1.890, -2.974], [1.355, 0.423, -2.629], [-1.346, -0.087, -3.123], [-0.798, 5.003, 2.492], [-0.006, 4.521, 2.753], [-1.370, 4.340, 2.089]], "energy_ha": -1106.42608, "smiles": "CSSCCCO.O", "de_lowest_kcal_mol": 9.55, "spin_multiplicity": 1, "homo_energy_ev": -8.66}